[1]
Molecular formula: C29H44N4O3
Method: DFT, wB97M-V/def2-TZVPD

The SMILES is c1ccncc1.c1ccncc1.c1ccncc1.c1ccncc1.CC(C)O.CC(C)O.CC(C)O.

```
! RIJCOSX wB97M-V def2-TZVPD def2/J DEFGRID3
* xyz 0 1
C -1.22 -3.63 -5.53
C 0.02 -2.95 -4.93
C 0.38 -3.50 -3.59
O 1.10 -2.88 -5.78
H -1.35 -3.26 -6.55
H -2.06 -3.36 -4.88
H -1.10 -4.72 -5.60
H -0.33 -1.90 -4.78
H 0.77 -4.50 -3.67
H -0.53 -3.50 -2.97
H 1.15 -2.88 -3.10
H 1.39 -3.75 -6.03
C 1.69 4.82 1.35
C 2.47 5.60 2.37
C 1.59 6.45 3.26
O 3.25 4.57 3.01
H 1.21 4.03 1.94
H 2.30 4.31 0.63
H 0.88 5.34 0.79
H 3.21 6.24 1.85
H 1.37 7.34 2.66
H 2.08 6.80 4.19
H 0.64 5.98 3.52
H 4.01 5.06 3.36
C 1.66 -0.19 4.50
C 0.82 0.10 3.24
C 0.25 1.47 3.18
O 1.59 -0.29 2.07
H 1.18 0.02 5.45
H 2.50 0.58 4.49
H 2.13 -1.18 4.57
H -0.02 -0.60 3.20
H -0.30 1.68 2.24
H 0.97 2.29 3.31
H -0.42 1.56 4.06
H 2.46 0.19 2.13
N -1.57 -3.91 2.95
C -2.41 -2.83 2.97
C -2.50 -1.94 1.93
C -1.62 -2.11 0.88
C -0.81 -3.25 0.75
C -0.84 -4.15 1.82
H -2.96 -2.75 3.89
H -3.17 -1.11 2.00
H -1.58 -1.30 0.16
H -0.14 -3.35 -0.08
H -0.29 -5.08 1.75
N 4.08 -1.35 -1.79
C 4.23 -2.48 -2.47
C 3.71 -3.68 -2.06
C 3.02 -3.74 -0.82
C 2.87 -2.55 -0.12
C 3.43 -1.41 -0.62
H 4.85 -2.44 -3.36
H 3.90 -4.54 -2.66
H 2.64 -4.69 -0.47
H 2.39 -2.47 0.84
H 3.27 -0.49 -0.09
N -0.46 -0.02 -2.80
C -0.77 1.18 -3.22
C -0.73 2.34 -2.43
C -0.18 2.24 -1.14
C 0.23 0.94 -0.69
C 0.06 -0.09 -1.58
H -1.11 1.30 -4.25
H -0.95 3.30 -2.91
H -0.06 3.09 -0.47
H 0.72 0.74 0.24
H 0.36 -1.05 -1.23
N -6.13 0.58 0.57
C -5.97 1.88 0.94
C -4.98 2.74 0.50
C -3.90 2.14 -0.25
C -3.97 0.76 -0.59
C -5.13 0.10 -0.17
H -6.77 2.33 1.53
H -4.97 3.74 0.86
H -3.04 2.71 -0.54
H -3.26 0.26 -1.22
H -5.18 -0.94 -0.48
*
```

These are the Mulliken partial charges, in e, on atoms 1 to 8: number 1, C, carries -1.44; number 2, C, carries 0.71; number 3, C, carries -0.74; number 4, O, carries -0.56; number 5, H, carries 0.38; number 6, H, carries 0.35; number 7, H, carries 0.34; number 8, H, carries -0.07

***

[2]
Molecular formula: C29H44N6O18S4
Method: DFT, wB97M-V/def2-TZVPD

```
! RIJCOSX wB97M-V def2-TZVPD def2/J DEFGRID3
* xyz 0 1
C 0.67 -0.04 -4.15
N 0.75 0.27 -2.73
O -0.22 0.88 -2.24
O 1.72 -0.15 -2.08
H 0.26 0.77 -4.75
H 0.02 -0.92 -4.17
H 1.71 -0.20 -4.41
C -0.55 -4.69 -0.70
C -0.48 -5.98 0.15
O 0.37 -5.70 1.23
S 0.27 -4.07 1.62
O 1.47 -3.48 2.21
O -0.99 -3.71 2.24
O 0.15 -3.70 0.02
H -1.61 -4.42 -0.73
H -0.17 -4.78 -1.72
H 0.10 -6.60 -0.53
H -1.47 -6.38 0.40
C 0.81 -1.54 0.45
C -0.29 -1.13 -0.47
O -0.67 0.14 -0.15
S 0.48 1.02 0.73
O -0.06 1.22 2.07
O 1.11 2.15 0.05
O 1.53 -0.36 0.70
H 1.48 -2.36 0.21
H 0.44 -1.84 1.43
H -1.11 -1.83 -0.32
H 0.10 -1.18 -1.49
C -4.66 1.38 1.30
C -3.37 2.05 0.69
O -2.33 1.12 1.00
S -2.78 -0.50 0.78
O -2.30 -1.38 1.80
O -2.55 -0.88 -0.58
O -4.38 -0.07 1.06
H -5.49 1.67 0.66
H -4.88 1.87 2.25
H -3.15 3.00 1.17
H -3.59 2.15 -0.37
C 4.13 -4.14 -0.97
C 3.07 -3.88 0.05
O 1.91 -3.39 -0.61
S 1.83 -3.92 -2.21
O 1.52 -2.81 -3.16
O 1.08 -5.16 -2.34
O 3.50 -4.21 -2.24
H 4.58 -5.10 -0.72
H 4.90 -3.39 -1.19
H 3.43 -3.05 0.65
H 2.83 -4.74 0.67
N 1.32 3.70 1.46
C 1.87 2.76 2.30
C 1.96 3.12 3.59
C 1.35 4.39 3.58
C 0.85 4.68 2.26
H 1.24 3.52 0.47
H 2.28 1.88 1.83
H 2.38 2.56 4.41
H 1.09 5.13 4.32
H 0.22 5.46 1.85
N -0.20 -0.43 5.57
C 0.25 -0.29 4.23
C 0.37 1.12 3.96
C 0.02 1.86 5.09
C -0.19 0.83 6.14
H -0.26 -1.35 5.98
H 0.35 -1.15 3.58
H 0.64 1.54 3.00
H 0.05 2.89 5.39
H -0.32 1.00 7.20
N -1.57 1.96 -1.10
C -2.52 1.40 -1.91
C -3.41 2.41 -2.29
C -3.00 3.62 -1.66
C -1.90 3.31 -0.90
H -0.68 1.60 -0.77
H -2.45 0.41 -2.33
H -4.27 2.35 -2.95
H -3.66 4.47 -1.73
H -1.18 3.85 -0.30
N 2.96 3.16 -0.13
C 3.70 4.31 0.07
C 3.31 5.22 -0.86
C 2.14 4.63 -1.53
C 1.96 3.32 -0.99
H 3.21 2.30 0.33
H 4.59 4.35 0.68
H 3.76 6.18 -1.08
H 1.48 5.07 -2.25
H 1.33 2.48 -1.24
N -2.60 -1.24 -2.73
C -1.58 -1.95 -2.26
C -0.86 -2.51 -3.27
C -1.39 -1.96 -4.48
C -2.52 -1.22 -4.12
H -3.36 -0.75 -2.28
H -1.56 -2.05 -1.19
H -0.01 -3.18 -3.25
H -1.13 -2.17 -5.51
H -3.21 -0.63 -4.71
*
```

These are the Mulliken partial charges, in e, on atoms 1 to 8: number 1, C, carries -1.22; number 2, N, carries 1.14; number 3, O, carries -0.20; number 4, O, carries -0.59; number 5, H, carries 0.27; number 6, H, carries 0.42; number 7, H, carries 0.39; number 8, C, carries -0.54

***

[3]
Molecular formula: C29H45As2CaN9O2
Method: DFT, wB97M-V/def2-TZVPD

```
! RIJCOSX wB97M-V def2-TZVPD def2/J DEFGRID3
* xyz 2 1
Ca 0.39 -0.31 -0.18
C 2.87 -3.88 0.30
As 2.91 -1.94 0.44
C 3.93 -1.77 2.09
C 4.33 -1.54 -0.84
C 5.47 -2.34 -0.85
C 6.50 -2.10 -1.76
C 6.38 -1.05 -2.67
C 5.25 -0.26 -2.66
C 4.22 -0.48 -1.75
As 2.70 0.75 -1.74
C 3.69 2.43 -1.59
C 2.31 0.82 -3.64
H 3.81 -4.31 0.64
H 2.71 -4.17 -0.74
H 2.06 -4.28 0.90
H 4.84 -2.35 2.01
H 3.36 -2.14 2.94
H 4.20 -0.73 2.26
H 5.57 -3.16 -0.16
H 7.39 -2.72 -1.74
H 7.17 -0.86 -3.39
H 5.17 0.55 -3.38
H 4.55 2.41 -2.24
H 4.02 2.58 -0.57
H 3.05 3.26 -1.88
H 3.16 1.19 -4.20
H 1.46 1.49 -3.81
H 2.05 -0.17 -4.00
O -6.29 -1.64 6.07
C -5.56 -2.05 5.01
O -5.48 -3.21 4.74
C -4.87 -1.00 4.18
C -4.76 -1.24 2.81
C -3.99 -0.40 2.02
C -3.31 0.69 2.59
C -3.44 0.93 3.94
C -4.22 0.09 4.73
N -2.42 1.42 1.73
C -2.19 2.64 1.95
C -1.21 3.43 1.14
C -1.09 4.78 1.38
C -0.22 5.53 0.60
C 0.48 4.90 -0.41
C 0.30 3.53 -0.57
N -0.50 2.79 0.19
H -6.35 -0.68 6.11
H -5.26 -2.10 2.39
H -3.89 -0.57 0.96
H -2.90 1.76 4.40
H -4.28 0.28 5.80
H -2.72 3.20 2.73
H -1.67 5.25 2.17
H -0.10 6.60 0.77
H 1.16 5.45 -1.06
H 0.82 3.01 -1.36
N 0.74 0.18 2.21
C -0.12 -0.73 3.04
C -0.07 -2.15 2.52
N -0.56 -2.19 1.11
H 1.71 0.05 2.48
H 0.52 1.14 2.44
H -1.14 -0.37 2.97
H 0.16 -0.71 4.09
H -0.64 -2.79 3.19
H 0.95 -2.51 2.54
H -1.56 -2.02 1.11
H -0.45 -3.13 0.73
C -3.40 0.76 -4.37
N -2.98 0.88 -2.96
C -3.62 1.86 -2.09
C -1.99 0.13 -2.44
N -1.52 0.25 -1.23
N -1.49 -0.84 -3.31
C -0.46 -1.76 -3.08
N -0.37 -2.69 -4.06
N 0.33 -1.69 -2.06
H -4.03 1.60 -4.61
H -3.97 -0.15 -4.56
H -2.55 0.81 -5.05
H -4.54 2.19 -2.56
H -2.99 2.72 -1.92
H -3.89 1.42 -1.13
H -1.96 1.01 -0.70
H -1.98 -0.96 -4.17
H -1.04 -2.76 -4.81
H 0.33 -3.40 -4.01
H 1.01 -2.45 -2.09
*
```

These are the Mulliken partial charges, in e, on atoms 1 to 8: number 1, Ca, carries 1.96; number 2, C, carries -1.38; number 3, As, carries 0.86; number 4, C, carries -1.35; number 5, C, carries 0.26; number 6, C, carries -0.72; number 7, C, carries -0.84; number 8, C, carries -0.86

***

Gap between HOMO and LUMO (eV)
10.07, 6.46, 8.35
Calculated total energy (eV)
-42887.6051, -119883.3511, -188417.2734